ORCA calculation (wB97M-V/def2-TZVPD) on 6 unconnected molecules or ions with the total composition C26H62N2O6 in a non-equilibrium geometry.

Geometry (Å):
O: 2.26 0.60 -1.49
O: 1.53 1.12 -4.06
O: 2.04 0.13 2.36
O: -4.83 -2.66 -1.63
O: -3.94 4.28 2.52
O: 3.56 2.71 -0.18
N: -3.75 -2.16 -2.27
N: 2.26 -0.47 3.55
C: 3.69 1.90 -4.58
C: 4.11 3.59 -1.19
C: -3.78 -0.71 -2.46
C: -2.45 -4.26 -2.40
C: -2.02 -1.00 -4.34
C: 1.69 -2.07 5.92
C: 0.07 0.84 -0.24
C: -3.11 -3.12 -3.27
C: -2.45 2.60 1.76
C: -4.18 -3.63 -4.31
C: 2.46 -2.69 4.84
C: 5.03 4.66 -0.53
C: 0.97 -2.58 2.71
C: -2.46 -0.18 -3.18
C: 2.29 -1.96 3.42
C: 2.23 1.69 4.86
C: 1.55 0.25 4.66
C: 2.20 2.26 -4.44
C: 3.47 -2.38 2.52
C: -1.84 -2.43 -3.98
C: -3.37 3.04 2.92
C: 0.03 0.41 4.43
C: -4.95 -0.19 -3.32
C: 1.12 -0.15 -0.94
C: 1.84 -0.51 6.01
C: -3.86 -0.02 -1.06
H: -0.33 1.43 4.52
H: 4.41 -1.94 2.86
H: 3.26 3.97 -1.76
H: 2.14 -3.73 4.80
H: -3.06 -0.32 -0.38
H: 2.28 2.21 3.90
H: 3.18 1.95 -0.61
H: -1.82 1.73 1.97
H: -0.15 0.15 3.38
H: 0.63 -2.26 5.76
H: 0.19 -2.28 3.40
H: -4.67 -2.78 -4.78
H: -2.64 0.80 -3.62
H: 1.81 2.45 -5.43
H: 1.59 -0.81 -0.21
H: 3.56 -3.46 2.39
H: -4.08 2.26 3.21
H: -0.54 -0.15 5.17
H: -3.73 -4.22 -5.10
H: 1.99 -2.60 6.82
H: -4.93 0.86 -3.64
H: 4.11 1.45 -3.68
H: -3.07 2.34 0.90
H: -2.70 3.26 3.75
H: 1.69 2.46 5.40
H: 1.15 0.03 6.66
H: 4.65 3.02 -1.95
H: -1.05 -0.62 -4.67
H: -2.77 -0.98 -5.14
H: -2.08 -5.13 -2.94
H: -4.64 -0.30 -0.34
H: -0.67 1.32 -0.87
H: -5.19 -0.72 -4.24
H: -0.52 0.17 0.40
H: 3.27 1.74 5.19
H: 0.80 -0.67 -1.84
H: 4.17 2.85 -4.82
H: 1.56 0.45 -4.75
H: 4.48 5.43 0.01
H: 2.09 0.84 -2.40
H: 2.84 -0.22 6.32
H: -3.06 -4.65 -1.59
H: -3.34 4.97 2.82
H: -1.65 -2.95 -4.92
H: 5.62 4.10 0.19
H: 0.57 1.58 0.38
H: 2.08 3.09 -3.74
H: 0.87 -2.25 1.68
H: -3.84 1.07 -1.09
H: 2.89 0.58 2.31
H: 5.76 5.10 -1.20
H: 3.91 1.13 -5.32
H: -5.01 -4.21 -3.89
H: 3.29 -2.03 1.50
H: -1.61 -3.95 -1.78
H: -5.42 -2.69 -2.39
H: -5.86 -0.30 -2.74
H: 1.04 -3.67 2.75
H: 3.50 -2.61 5.17
H: -1.69 -0.05 -2.42
H: -1.71 3.32 1.42
H: -0.95 -2.48 -3.37

The value obtained for the energy above the lowest of the compared OMol25 structures with the same formula, charge and spin is 47.5 kcal per mole. Its orbital gap is 8.49 eV. The HOMO energy is -8.09 eV. As for the structure (SMILES): CC1(C)CCCC(C)(C)N1O.CC1(C)CCCC(C)(C)N1O.CCO.CCO.CCO.CCO. For the total energy, the calculation gives -43226.6535 eV. The lowest unoccupied orbital energy comes out at 0.401 eV.

***

ORCA calculation (wB97M-V/def2-TZVPD) on a molecular structure, C26H62N3O3P3Sn in a non-equilibrium geometry.

Geometry (Å):
Sn: -0.02 -0.12 -0.14
P: 2.18 -0.96 0.98
P: -1.14 1.65 3.72
P: -2.13 0.83 -1.20
O: 0.95 3.07 0.57
O: 1.39 -0.16 -2.91
O: -0.28 1.40 2.30
N: -1.59 0.15 4.39
N: -2.46 2.74 3.53
N: 0.18 2.36 4.42
C: -2.12 -1.32 -3.01
C: -2.82 2.76 0.68
C: 4.13 1.08 1.46
C: -3.98 0.53 0.89
C: -1.38 1.50 -3.88
C: 2.43 -2.70 0.39
C: 3.80 0.40 -0.92
C: 2.17 -1.09 2.82
C: -1.86 2.07 -2.55
C: 1.41 -2.33 3.31
C: -4.34 -0.20 -2.65
C: 0.90 -0.14 -1.93
C: -2.14 4.21 3.55
C: -3.64 2.51 4.42
C: -2.35 -0.95 3.67
C: 0.63 1.93 0.32
C: 3.68 -3.38 0.98
C: -3.00 -0.58 -2.00
C: 2.43 -2.81 -1.12
C: 0.88 3.59 3.88
C: -2.19 0.19 5.78
C: -3.38 1.56 -0.06
C: 0.17 2.42 5.91
C: 3.75 -0.07 0.53
C: -3.11 2.93 -2.78
C: 1.66 0.16 3.48
H: -0.76 0.60 -3.78
H: -3.32 2.65 5.46
H: 3.42 -0.33 -1.63
H: 3.50 -4.46 1.05
H: -0.37 -0.19 1.98
H: 3.42 1.92 1.38
H: 0.43 4.50 4.31
H: 3.95 -3.03 1.99
H: -1.05 -1.27 -2.74
H: -3.24 -0.27 1.13
H: 2.55 -3.87 -1.41
H: -2.24 -0.93 -4.02
H: 2.05 -3.23 3.30
H: -4.87 0.05 0.47
H: 4.21 0.78 2.51
H: -2.09 2.42 1.42
H: -2.40 -2.39 -3.03
H: 0.53 -2.53 2.68
H: -4.27 1.01 1.84
H: -3.33 -0.55 3.37
H: -1.41 4.44 2.78
H: 0.16 1.42 6.33
H: -1.07 2.73 -2.14
H: 0.80 3.59 2.80
H: -1.82 -0.63 6.40
H: -2.54 -1.81 4.32
H: -5.00 0.37 -1.99
H: -3.16 3.78 -2.08
H: -1.77 4.46 4.55
H: 2.14 0.38 4.44
H: -3.61 3.27 1.26
H: 1.54 -3.22 0.78
H: 1.75 1.07 2.87
H: 5.12 1.47 1.15
H: -1.93 1.13 6.28
H: -4.19 0.36 -3.59
H: -3.03 4.83 3.36
H: 3.27 -2.26 -1.57
H: -0.75 2.25 -4.39
H: -0.71 3.01 6.23
H: 4.47 -0.89 0.65
H: 4.55 -3.24 0.32
H: -2.22 1.27 -4.55
H: -4.87 -1.12 -2.93
H: -2.31 3.50 0.05
H: 1.94 3.59 4.15
H: -4.04 1.51 4.25
H: 1.08 -2.18 4.34
H: -1.44 0.14 1.37
H: -4.17 1.93 -0.72
H: -3.21 -1.26 -1.16
H: 0.59 0.04 3.73
H: -3.08 3.34 -3.80
H: -1.79 -1.33 2.80
H: 3.25 1.34 -1.07
H: -4.03 2.34 -2.69
H: 1.50 -2.45 -1.56
H: 1.05 2.92 6.32
H: -4.45 3.22 4.23
H: 4.86 0.60 -1.20
H: 3.23 -1.19 3.09
H: -3.28 0.12 5.75

Its orbital gap is 4.65 eV. The HOMO energy is -19.26 eV. For the total energy, the calculation gives -72229.9121 eV. As for the net charge: +4. The lowest unoccupied orbital energy comes out at -14.613 eV.

***

orbital gap of number 2 (C26H62N3O3P3Sn)?
4.65 eV

***

Look up the lowest unoccupied orbital energy of the second one.
-14.613 eV

***

Look up the total energy of the first one.
-43226.6535 eV